1.
The following is a quantum chemistry calculation of C16H17Cl2F5HfO2 as an isolated structure at a distorted geometry, from the OMol25 dataset.

Element x y z (Å)
C1 -0.844 0.843 -2.065
C2 -1.653 -0.309 -1.868
C3 -0.850 -1.401 -1.452
C4 -3.077 -0.432 -2.223
C5 0.492 -0.967 -1.430
C6 0.527 0.477 -1.785
C7 1.691 1.174 -2.387
C8 -1.311 2.112 -2.673
C9 -1.351 -2.818 -1.436
C10 1.646 -1.848 -1.660
Hf1 0.568 1.486 0.300
Cl1 -1.647 0.633 1.020
Cl2 -0.006 3.790 0.354
O1 1.952 0.282 0.798
H1 -3.531 0.527 -2.026
H2 -3.631 -1.158 -1.628
H3 -3.250 -0.659 -3.278
H4 -2.205 -3.011 -0.768
H5 -0.600 -3.558 -1.125
H6 -1.701 -3.120 -2.447
H7 1.678 -2.783 -1.086
H8 2.558 -1.268 -1.507
H9 1.641 -2.110 -2.730
H10 2.670 0.770 -2.095
H11 1.688 2.259 -2.140
H12 1.653 1.096 -3.470
H13 -2.214 2.590 -2.245
H14 -1.516 2.000 -3.738
H15 -0.575 2.926 -2.643
H16 2.838 0.034 1.066
O2 2.379 2.546 -0.322
H17 2.730 3.395 -0.130
F1 -0.578 -2.044 2.311
C11 -0.080 -1.129 3.181
C12 0.337 0.141 2.830
C13 0.725 1.014 3.813
F2 1.127 2.289 3.642
C14 0.727 0.597 5.141
F3 1.144 1.461 6.061
C15 0.272 -0.637 5.538
F4 0.257 -0.973 6.839
C16 -0.135 -1.499 4.548
F5 -0.545 -2.716 4.915

Properties
Net charge   -2
F_max   3.2 eV/Å
Lowest unoccupied orbital energy   0.196 Eh

=====

2.
The following is a quantum chemistry calculation of one molecule with the formula C20H19N3O4S, from the OMol25 dataset.

Element x y z (Å)
C1 -0.364 -1.394 -3.248
H1 -0.625 -1.354 -4.304
H2 -0.526 -2.406 -2.868
H3 0.686 -1.120 -3.121
O1 -1.217 -0.465 -2.613
C2 -1.116 -0.322 -1.259
C3 -0.225 -1.008 -0.453
C4 -0.231 -0.782 0.913
C5 -1.099 0.112 1.500
C6 -1.992 0.812 0.702
C7 -2.008 0.606 -0.671
N1 -2.878 1.259 -1.537
C8 -3.791 2.235 -1.256
O2 -3.967 2.719 -0.159
C9 -4.567 2.687 -2.453
C10 -4.900 1.851 -3.516
C11 -5.651 2.380 -4.555
N2 -6.062 3.635 -4.595
C12 -5.755 4.425 -3.581
C13 -5.021 4.003 -2.485
H4 -4.796 4.664 -1.663
H5 -6.121 5.440 -3.653
H6 -5.938 1.768 -5.400
H7 -4.617 0.809 -3.531
H8 -2.767 0.975 -2.502
H9 -2.682 1.517 1.133
H10 -1.083 0.241 2.570
S1 0.960 -1.674 1.894
O3 1.332 -2.875 1.211
O4 0.510 -1.775 3.251
N3 2.242 -0.570 1.794
C14 3.466 -0.831 2.432
C15 4.014 -2.107 2.398
C16 5.239 -2.366 2.993
C17 5.923 -1.328 3.618
C18 5.383 -0.057 3.649
C19 4.155 0.198 3.065
H11 3.731 1.191 3.096
H12 5.917 0.746 4.138
H13 6.879 -1.522 4.083
C20 5.818 -3.748 2.974
H14 5.834 -4.161 3.983
H15 5.228 -4.405 2.342
H16 6.843 -3.729 2.608
H17 3.467 -2.896 1.910
H18 1.895 0.356 2.002
H19 0.474 -1.733 -0.835

Properties
F_max   0.9 eV/Å
Lowest unoccupied orbital energy   -0.006 Eh
Energy above the lowest of the compared OMol25 structures with the same formula, charge and spin   0.420 eV
Structure (SMILES)   COc1cc(S(=O)(=O)Nc2cccc(C)c2)ccc1NC(=O)c1ccncc1

=====

- The highest lowest unoccupied orbital energy belongs to which entry?
  C16H17Cl2F5HfO2

=====

- Which of these has the lowest F_max?
  C20H19N3O4S